{
  "formula": "C19H18F4IrN3O3S4",
  "method": "wB97M-V/def2-TZVPD",
  "s_squared": 6.02,
  "homo_energy_ev": [-7.0, -8.6],
  "spin_multiplicity": 5,
  "homo_lumo_gap_ev": [6.54, 7.10],
  "symbols": ["Ir", "C", "N", "C", "C", "C", "N", "C", "C", "F", "C", "F", "C", "C", "F", "C", "F", "H", "H", "H", "H", "H", "H", "H", "H", "H", "H", "H", "C", "O", "C", "S", "S", "H", "H", "H", "O", "S", "O", "N", "C", "S", "C", "C", "C", "C", "C", "C", "H", "H", "H", "H"],
  "xyz": [[-0.327, -0.341, -0.360], [2.702, 0.828, -1.541], [1.989, -0.429, -1.315], [2.798, -1.304, -0.460], [1.678, -1.048, -2.610], [0.759, -2.246, -2.443], [-0.416, -1.818, -1.697], [-1.530, -2.647, -1.677], [-2.813, -2.099, -1.828], [-2.948, -0.794, -2.082], [-3.943, -2.890, -1.757], [-5.144, -2.320, -1.912], [-3.857, -4.252, -1.550], [-2.599, -4.805, -1.414], [-2.471, -6.120, -1.202], [-1.460, -4.027, -1.468], [-0.268, -4.606, -1.270], [3.623, 0.650, -2.114], [2.975, 1.268, -0.584], [2.066, 1.517, -2.094], [3.748, -1.561, -0.949], [2.258, -2.220, -0.227], [3.010, -0.783, 0.472], [2.601, -1.347, -3.125], [1.175, -0.293, -3.216], [1.282, -3.058, -1.935], [0.462, -2.626, -3.425], [-4.742, -4.868, -1.498], [-3.704, -0.713, 3.473], [-2.538, -1.465, 3.108], [-1.861, -1.102, 2.043], [-2.284, 0.250, 1.084], [-0.464, -1.973, 1.665], [-4.153, -1.260, 4.295], [-4.393, -0.648, 2.632], [-3.418, 0.288, 3.793], [1.122, 1.284, 3.425], [1.750, 1.640, 2.191], [3.064, 1.128, 1.917], [0.752, 1.301, 0.905], [0.388, 2.383, 0.250], [-0.587, 2.211, -1.107], [0.909, 3.645, 0.815], [0.699, 4.943, 0.382], [1.303, 5.972, 1.093], [2.095, 5.707, 2.206], [2.306, 4.403, 2.642], [1.701, 3.395, 1.923], [0.079, 5.136, -0.483], [1.158, 6.997, 0.779], [2.552, 6.529, 2.741], [2.919, 4.188, 3.507]],
  "forces_ev_per_a": [[-0.19, 0.40, 0.24], [0.00, 0.04, 0.04], [0.00, -0.17, -0.04], [0.02, 0.00, 0.02], [-0.05, -0.10, 0.04], [0.12, 0.12, -0.02], [0.16, -0.02, -0.22], [-0.27, -0.01, -0.04], [0.10, -0.16, -0.03], [-0.01, 0.03, 0.02], [0.01, 0.00, 0.01], [0.02, 0.03, -0.01], [0.06, -0.03, -0.01], [-0.06, -0.01, 0.01], [0.01, 0.00, 0.00], [-0.02, 0.09, 0.04], [0.00, -0.07, 0.02], [-0.01, -0.01, 0.00], [0.00, 0.00, -0.03], [0.00, 0.01, 0.00], [-0.01, 0.00, 0.00], [-0.01, 0.00, -0.01], [0.00, -0.02, -0.02], [0.00, -0.02, 0.00], [0.00, 0.01, -0.02], [-0.01, -0.01, 0.01], [0.01, 0.04, -0.03], [0.00, 0.02, 0.00], [-0.05, 0.03, 0.03], [-0.04, -0.04, -0.10], [0.29, 0.16, 0.06], [-0.05, -0.31, 0.03], [-0.09, 0.01, 0.12], [0.01, -0.01, 0.00], [0.00, -0.02, 0.01], [0.02, -0.01, -0.02], [-0.03, 0.05, -0.03], [-0.02, 0.01, 0.14], [0.01, 0.03, -0.03], [0.11, -0.04, -0.15], [-0.10, -0.10, -0.09], [0.04, 0.09, -0.04], [0.06, 0.12, 0.09], [0.01, -0.05, 0.01], [0.00, 0.02, -0.01], [0.00, 0.01, 0.01], [0.04, 0.00, 0.04], [-0.06, -0.07, -0.04], [0.00, 0.00, 0.01], [0.00, -0.01, 0.00], [0.00, -0.02, 0.00], [-0.01, 0.00, -0.01]]
}

---

{
  "formula": "C2H9N",
  "method": "wB97M-V/def2-TZVPD",
  "relative_energy_kcal_mol": 10.61,
  "smiles": "CN.C",
  "homo_energy_ev": -8.9,
  "spin_multiplicity": 1,
  "homo_lumo_gap_ev": 10.26,
  "symbols": ["C", "N", "H", "H", "H", "H", "H", "C", "H", "H", "H", "H"],
  "xyz": [[-1.251, -3.228, 1.361], [-0.019, -3.467, 0.634], [-2.053, -3.140, 0.632], [-1.214, -2.261, 1.859], [-1.532, -4.009, 2.064], [0.688, -4.006, 1.108], [-0.162, -3.744, -0.319], [1.173, 6.107, -1.822], [0.284, 6.158, -2.434], [2.084, 6.262, -2.385], [1.181, 5.131, -1.333], [1.185, 6.856, -1.031]],
  "forces_ev_per_a": [[-0.05, 0.23, -0.46], [0.22, 0.35, 0.05], [-0.17, -0.07, 0.01], [0.01, -0.01, 0.35], [0.03, -0.09, 0.15], [-0.18, -0.09, -0.13], [0.14, -0.32, 0.03], [0.22, -0.18, 0.74], [-0.09, 0.28, -0.18], [0.05, -0.19, -0.35], [0.17, 0.01, -0.13], [-0.34, 0.08, -0.08]]
}